No. 1
A structure of composition C3H9BeCoFO8PS in a non-equilibrium geometry, computed with ωB97M-V/def2-TZVPD.

The geometry in ORCA input format:
```
! wB97M-V def2-TZVPD RIJCOSX def2/J DEFGRID3
* xyz 0 5
Co 1.5650 -1.4408 1.0592
O -1.3917 1.4820 -0.1462
H -1.8393 0.3098 1.4262
H 1.7567 2.7068 -3.4152
O 2.3101 -2.5776 2.3802
C -1.9902 1.1898 -3.0542
P -0.2521 0.8129 -1.1294
O 2.2459 -2.0549 4.6666
C 1.6698 2.0003 -2.5897
O 0.8327 -3.5751 3.8795
O 0.4941 2.1406 -1.7551
H -3.2823 1.1792 0.8557
H 2.5092 1.9800 -1.8946
Be -0.0873 -1.7039 4.8392
O -1.0509 0.3543 -2.4015
H -1.4831 2.1547 -3.0544
H 1.7048 0.9979 -3.0162
O 3.2427 -4.2223 3.8588
H -2.9112 1.2910 -2.4800
H -2.1557 0.7715 -4.0471
O 0.6818 -0.2678 -0.5355
S 2.2473 -3.1641 3.7033
H -2.5603 -0.2029 -0.0929
F 0.1189 -0.8232 2.3989
C -2.3749 0.6617 0.5445
*
```

Results
Calculated total energy, eV: -80505.7710

natural (NBO) atomic charge list, values in e, 4 entries: Co 1.65; O -0.80; H 0.24; H 0.21

***

No. 2
A cluster of 2 separate species, C3H9BrOSi in total in a non-equilibrium geometry, computed with ωB97M-V/def2-TZVPD.

The geometry in ORCA input format:
```
! wB97M-V def2-TZVPD RIJCOSX def2/J DEFGRID3
* xyz 0 1
C -2.1113 0.2513 -1.4538
C 1.0898 -2.2937 1.3313
H 0.1543 -2.6808 1.5990
Si -0.1355 0.6807 0.3389
C 1.5850 1.3640 0.1480
H 1.4491 -2.8436 0.4539
H 2.3404 1.6958 0.8823
H -2.7913 0.5629 -0.6043
H 1.4950 2.2438 -0.6528
H 1.7574 -2.1375 2.1499
Br -1.3664 1.9994 1.6011
O -0.8044 0.4019 -1.1403
H 1.9967 0.6071 -0.6192
H -2.2596 1.0055 -2.2659
H -2.3991 -0.8568 -1.7680
*
```

Results
Calculated total energy, eV: -83222.7065

natural (NBO) atomic charge list, values in e, 4 entries: C -0.24; C -0.58; H 0.16; Si 1.46

***

No. 3
A structure of composition C3H9Cl2N2O5Sn2 in a non-equilibrium geometry, computed with ωB97M-V/def2-TZVPD.

The geometry in ORCA input format:
```
! wB97M-V def2-TZVPD RIJCOSX def2/J DEFGRID3
* xyz 3 1
H -4.1848 0.5661 0.6214
N 2.8224 -0.9930 -0.7587
O 2.9133 -2.1595 -0.3843
C 0.2293 -2.1270 1.3223
C -3.3849 0.4135 -0.1031
Cl -0.5985 -3.6738 1.0142
H -2.3914 0.5674 0.3180
Cl -0.9001 -1.3057 2.3658
N -3.5570 1.5552 -1.0169
H 3.1898 0.9028 -0.2152
Sn 0.2303 1.7457 -2.6999
H 0.2023 -1.7001 0.3197
O -4.4810 2.3088 -0.8109
C 3.7560 -0.0255 -0.1388
H 3.8137 -0.3473 0.9011
Sn 0.2799 3.8969 1.5380
H 1.2379 -2.2676 1.7109
O 2.1708 -0.6021 -1.7535
O 0.4364 1.2394 0.2187
H 4.7032 0.0665 -0.6702
H -3.4550 -0.5524 -0.6032
H -0.2852 0.8448 0.7460
O -2.7474 1.6470 -1.9213
*
```

Results
Calculated total energy, eV: -53139.7738

natural (NBO) atomic charge list, values in e, 4 entries: H 0.27; N 0.53; O -0.23; C -0.42

***

No. 4
A cluster of 2 separate species, C3H9F2N2OP in total in a non-equilibrium geometry, computed with ωB97M-V/def2-TZVPD.

The geometry in ORCA input format:
```
! wB97M-V def2-TZVPD RIJCOSX def2/J DEFGRID3
* xyz 0 1
C 0.6652 1.5612 0.5520
F -2.0874 1.1478 4.3283
O -1.0248 -0.5360 3.1021
N 0.7772 0.3167 0.4869
H -0.0305 2.0789 -0.0208
N 0.1863 -0.3756 -0.4734
H -1.4130 -0.3650 -1.7259
C -0.4514 0.0908 -1.6704
H -0.4435 1.2346 -1.6175
H -0.3038 -0.5538 3.7829
F -1.0749 1.8703 2.5061
C 0.6057 -1.7642 -0.5459
H 1.6923 -1.7898 -0.6412
H 0.1917 -2.3135 -1.4620
P -2.0656 0.5983 2.7950
H 0.3399 -2.1634 0.4323
H 0.1610 -0.2095 -2.5770
H 1.1096 2.0098 1.3513
*
```

Results
Calculated total energy, eV: -23008.4066
Structure (SMILES): C=NN(C)C.OP(F)F

natural (NBO) atomic charge list, values in e, 4 entries: C -0.20; F -0.60; O -1.04; N -0.21

***

No. 5
A cluster of 2 separate species, C3H9FNO in total in a non-equilibrium geometry, computed with ωB97M-V/def2-TZVPD.

The geometry in ORCA input format:
```
! wB97M-V def2-TZVPD RIJCOSX def2/J DEFGRID3
* xyz 1 1
N -0.6275 1.8045 -1.2316
H -0.0516 -0.6266 3.4345
F 0.2158 -0.1031 -3.2278
H 0.3152 0.5605 0.1322
O 0.8781 -1.0558 1.4809
H -0.9430 1.9411 -2.1805
H 1.3963 -0.3644 -1.6590
C -0.0379 0.7164 -0.9365
H -1.0141 -1.7041 2.3048
C 0.3599 -0.2770 -1.8989
H -0.7812 0.0739 1.7492
H 1.3662 -1.6123 1.9822
C -0.2956 -0.8234 2.3237
H -0.1215 -1.1592 -1.6366
H -0.6591 2.6294 -0.6365
*
```

Results
Calculated total energy, eV: -9503.4336

natural (NBO) atomic charge list, values in e, 4 entries: N -0.60; H 0.21; F -0.30; H 0.29

***

No. 6
An isolated molecule of C3H9FNPS in a non-equilibrium geometry, computed with ωB97M-V/def2-TZVPD.

The geometry in ORCA input format:
```
! wB97M-V def2-TZVPD RIJCOSX def2/J DEFGRID3
* xyz 0 1
P -1.8437 -0.0003 0.0624
H -1.0908 -1.2092 1.8885
H 0.1959 2.5901 -0.6884
H -1.2243 -2.2029 0.2490
H 0.6760 -1.2965 -1.0565
H 1.1079 0.1154 -1.7990
C -1.6279 -1.6091 0.9776
H 1.3159 1.9586 0.4269
N -0.0295 0.3855 -0.0188
F -2.1408 -0.6641 -1.4454
H -2.6944 -2.0191 1.2219
H 3.2525 0.8435 -0.0158
C 0.3471 1.7905 0.1804
C 1.0798 -0.2747 -0.7314
S 3.0093 -0.4655 -0.2358
H -0.3329 2.0579 0.9845
*
```

Results
Calculated total energy, eV: -27587.2463
Structure (SMILES): CN(CS)P(C)F

natural (NBO) atomic charge list, values in e, 4 entries: P 1.32; H 0.26; H 0.17; H 0.23

***

No. 7
A cluster of 3 separate species, C3H9IN3 in total in a non-equilibrium geometry, computed with ωB97M-V/def2-TZVPD.

The geometry in ORCA input format:
```
! wB97M-V def2-TZVPD RIJCOSX def2/J DEFGRID3
* xyz 1 1
H 0.4248 1.2625 -0.2938
H -4.4474 1.4988 -0.8402
H 3.6729 3.1457 -0.3489
I -4.5983 0.1836 -0.0701
H 2.1148 -1.3480 -1.0114
H 1.0703 -1.3824 0.5332
H -0.8545 -0.4841 -1.2276
H -1.8092 -0.2867 0.3830
N 3.3731 2.3461 0.1740
C 1.9817 -0.9487 0.1259
C -1.0471 -0.0345 -0.2383
H 2.8340 -1.2316 0.7050
C 2.8252 1.3138 0.0330
N 1.9915 0.4603 0.0067
H -0.5555 1.5910 0.9774
N -0.4069 1.0001 0.1194
*
```

Results
Calculated total energy, eV: -15818.4480

natural (NBO) atomic charge list, values in e, 4 entries: H 0.44; H 0.10; H 0.44; I -0.07

***

No. 8
A cluster of 3 separate species, C3H9INP in total in a non-equilibrium geometry, computed with ωB97M-V/def2-TZVPD.

The geometry in ORCA input format:
```
! wB97M-V def2-TZVPD RIJCOSX def2/J DEFGRID3
* xyz 0 1
H -2.5872 -0.8479 1.3508
P 2.4907 -1.4579 -0.1833
H -3.7779 -0.0788 0.4126
H 4.0428 0.4634 -0.9714
C -3.0787 0.0896 1.1471
H 2.0946 -2.8641 -0.2582
H -0.0629 0.2940 0.5989
H -0.4254 1.4999 -0.6562
H 2.8018 -1.6239 -2.3376
N 3.0361 -1.0267 -1.6231
H -2.6678 1.5816 -0.2829
C -0.8269 0.8668 0.1358
I 4.5760 1.4604 0.3068
C -2.1208 0.8866 0.3718
H -3.4943 0.7568 1.9888
*
```

Results
Calculated total energy, eV: -22133.4358
Structure (SMILES): [H]/N=P\[H].C=CC.I

natural (NBO) atomic charge list, values in e, 4 entries: H 0.21; P 0.86; H 0.22; H 0.16

***

No. 9
A cluster of 2 separate species, C3H9IS in total in a non-equilibrium geometry, computed with ωB97M-V/def2-TZVPD.

The geometry in ORCA input format:
```
! wB97M-V def2-TZVPD RIJCOSX def2/J DEFGRID3
* xyz 0 1
C -1.8356 2.2775 0.4930
H -0.5765 -1.5190 0.2210
H -1.4473 3.2917 0.3000
H 0.9356 0.0938 -1.2844
C 1.8561 -0.4007 -0.9312
H 2.0709 -1.2575 -1.5918
H 2.6908 0.3168 -1.0031
I -2.8643 1.5525 -1.1995
C 0.3175 -2.0418 0.6006
H -2.5116 2.3193 1.3635
H 0.5587 -2.8703 -0.0864
H -0.9871 1.6167 0.7379
S 1.7093 -0.9151 0.7880
H 0.0836 -2.4639 1.5924
*
```

Results
Calculated total energy, eV: -22192.5858
Structure (SMILES): CSC.CI

natural (NBO) atomic charge list, values in e, 4 entries: C -0.77; H 0.21; H 0.23; H 0.21

***

No. 10
A structure of composition C3H9MgO3 in a non-equilibrium geometry, computed with ωB97M-V/def2-TZVPD.

The geometry in ORCA input format:
```
! wB97M-V def2-TZVPD RIJCOSX def2/J DEFGRID3
* xyz 0 2
H -0.4389 -1.2902 -1.9940
C 0.8634 -1.2741 1.8059
H -2.0522 -0.6777 -1.5770
O -0.5090 0.7048 -1.4391
O 0.5138 -0.7779 0.5247
H 1.8002 -0.7911 2.1049
Mg 1.1428 1.0238 -0.3979
H 1.0053 -2.3633 1.7570
H 0.5637 4.2325 -0.4767
H -1.5224 -0.5884 0.7884
H 0.3141 3.0080 -1.4532
O 1.0067 3.7138 -1.1528
H -0.9669 -2.1863 0.1793
H 0.0768 -1.0362 2.5375
C -0.8171 -1.0976 0.1105
C -0.9804 -0.6001 -1.3175
*
```

Results
Calculated total energy, eV: -14843.1230

natural (NBO) atomic charge list, values in e, 4 entries: H 0.14; C -0.25; H 0.16; O -1.10

***

No. 11
A cluster of 2 separate species, C3H9N in total in a non-equilibrium geometry, computed with ωB97M-V/def2-TZVPD.

The geometry in ORCA input format:
```
! wB97M-V def2-TZVPD RIJCOSX def2/J DEFGRID3
* xyz -1 2
H 3.4335 0.2241 -1.0344
N 2.7443 0.6766 -1.6292
H -1.1582 -0.9760 2.1956
C -1.3909 -1.2982 1.1449
C -0.7891 -0.3795 0.1301
C -1.3614 0.8754 -0.1355
H 0.2627 -0.5537 -0.0684
H 1.8618 0.5805 -1.1340
H -2.3080 1.0914 0.3282
H -0.7273 1.7562 -0.3082
H -1.0691 -2.3386 1.0194
H -2.4871 -1.3195 1.1291
H 2.9889 1.6615 -1.6375
*
```

Results
Calculated total energy, eV: -4744.4826

natural (NBO) atomic charge list, values in e, 4 entries: H 0.34; N -1.10; H 0.12; C -0.74

***

No. 12
A cluster of 2 separate species, C3H9N in total in a non-equilibrium geometry, computed with ωB97M-V/def2-TZVPD.

The geometry in ORCA input format:
```
! wB97M-V def2-TZVPD RIJCOSX def2/J DEFGRID3
* xyz 0 1
H 0.6902 -2.5135 0.3198
C 1.0579 0.7313 -0.0224
H 0.8261 0.7001 -1.1220
H -3.1843 0.6047 -0.3337
C 0.5490 -1.5731 -0.2001
H -1.7693 1.5019 -1.0275
H 2.0812 1.1635 0.0455
H -2.0314 1.7049 0.7257
H -0.1858 -1.4506 -0.9881
C -2.1464 1.0336 -0.0813
H 0.3909 1.4562 0.5028
N 1.1392 -0.6365 0.5151
H -1.5553 0.1376 0.0952
*
```

Results
Calculated total energy, eV: -4745.4226
Structure (SMILES): C=NC.C

natural (NBO) atomic charge list, values in e, 4 entries: H 0.18; C -0.46; H 0.17; H 0.22

***

No. 13
An isolated molecule of C3H9N in a non-equilibrium geometry, computed with ωB97M-V/def2-TZVPD.

The geometry in ORCA input format:
```
! wB97M-V def2-TZVPD RIJCOSX def2/J DEFGRID3
* xyz 0 1
N -1.9911 -0.3257 -0.3822
C 0.2056 0.5988 0.2219
H 2.2037 1.2561 0.7724
H 1.9958 -0.5150 0.6961
C 1.6957 0.4426 0.2293
C -0.5486 -0.6157 -0.3001
H -0.3122 -1.4847 0.3223
H -0.1829 -0.8193 -1.2918
H -2.4882 -1.0527 -0.8636
H -0.1606 0.7788 1.2438
H -2.3822 -0.2317 0.5608
H 2.0814 0.5146 -0.7987
H -0.1165 1.4539 -0.4100
*
```

Results
Calculated total energy, eV: -4746.9559
Structure (SMILES): CCCN

natural (NBO) atomic charge list, values in e, 4 entries: N -0.84; C -0.40; H 0.21; H 0.20

***

No. 14
A cluster of 2 separate species, C3H9N in total in a non-equilibrium geometry, computed with ωB97M-V/def2-TZVPD.

The geometry in ORCA input format:
```
! wB97M-V def2-TZVPD RIJCOSX def2/J DEFGRID3
* xyz 0 1
C 1.2253 -0.1095 -0.2556
H 0.5126 -0.6967 -0.8340
C -2.4780 -0.3657 -0.0959
H -3.1267 -1.0682 -0.6075
C 2.4179 -0.5370 0.2020
H 0.3290 1.7342 -0.5946
N 0.6753 1.1129 0.1263
H 2.6701 -1.4404 0.7441
H -3.0403 0.5116 0.2118
H -2.0305 -0.7933 0.7987
H 1.2412 1.5530 0.8382
H 3.2686 0.1452 0.2055
H -1.6644 -0.0461 -0.7389
*
```

Results
Calculated total energy, eV: -4745.2430
Structure (SMILES): C=CN.C

natural (NBO) atomic charge list, values in e, 4 entries: C 0.04; H 0.17; C -0.84; H 0.21

***

No. 15
A cluster of 2 separate species, C3H9N in total in a non-equilibrium geometry, computed with ωB97M-V/def2-TZVPD.

The geometry in ORCA input format:
```
! wB97M-V def2-TZVPD RIJCOSX def2/J DEFGRID3
* xyz 0 1
H 3.0623 0.3089 0.9139
C -2.3033 -1.0191 -1.1825
H 1.3223 0.5253 -0.8691
C 2.1152 0.8632 1.0620
H -1.0640 -0.5923 0.5170
N 1.0780 0.3390 0.0650
H 2.2323 1.8779 0.7561
H 1.8045 0.6479 2.0746
C -2.0154 -0.4105 -0.0331
H 1.1197 -0.6480 0.1433
H -1.8404 -1.9244 -1.6310
H -2.4782 0.6480 0.1364
H -3.0330 -0.6159 -1.9528
*
```

Results
Calculated total energy, eV: -4745.1241
Structure (SMILES): C=C.CN

natural (NBO) atomic charge list, values in e, 4 entries: H 0.17; C -0.40; H 0.35; C -0.41

***

No. 16
An isolated molecule of C3H9N in a non-equilibrium geometry, computed with ωB97M-V/def2-TZVPD.

The geometry in ORCA input format:
```
! wB97M-V def2-TZVPD RIJCOSX def2/J DEFGRID3
* xyz 0 1
H 1.6804 0.3867 0.9379
H 0.2712 0.2615 1.6953
C -0.9895 -1.0635 -0.4203
H -0.3271 1.6228 0.4113
C 0.0364 1.2717 -0.4830
H -1.6085 -0.6486 0.2976
H 1.0109 -1.2324 0.8823
H 1.2627 1.5637 -0.6478
N 0.2802 -0.1714 -0.5102
C 0.7580 -0.2362 0.7734
H -0.5409 1.4932 -1.2524
H -0.5490 -2.0133 -0.1983
H -1.2848 -1.2343 -1.4856
*
```

Results
Calculated total energy, eV: -4743.9539
Structure (SMILES): CN(C)C

natural (NBO) atomic charge list, values in e, 4 entries: H 0.19; H 0.16; C -0.44; H 0.17